# C24H34N4O2

C24H34N4O2 in the gas phase (ωB97M-V/def2-TZVPD, the OMol25 dataset).

```
64
Properties=species:S:1:pos:R:3:forces:R:3:mulliken_charge:R:1
O -0.711 -3.606 1.834 -0.1 -0.3 0.4 -0.728
C -0.612 -3.080 0.743 -0.1 -0.1 -0.4 0.632
C -1.174 -3.701 -0.528 -0.1 0.0 0.0 -0.871
C -2.139 -2.780 -1.277 -0.1 -0.1 0.3 -0.733
C -3.279 -2.302 -0.381 0.0 0.1 -0.4 -0.168
C -4.285 -1.446 -1.148 -0.1 -0.1 0.3 -0.483
C -5.336 -0.807 -0.237 0.2 0.1 0.0 -0.985
C -4.802 0.393 0.548 -0.2 0.0 -0.3 -0.421
C -4.699 1.655 -0.311 0.0 0.1 0.3 -0.604
C -3.858 2.754 0.341 0.1 -0.2 -0.3 -0.956
C -2.362 2.455 0.262 -0.2 0.3 0.1 0.119
C -1.515 3.567 0.892 0.1 -0.3 0.1 -0.980
C -0.053 3.168 0.850 -0.5 0.5 -0.1 0.379
O 0.518 2.625 1.771 0.1 -0.3 0.3 -0.592
N 0.563 3.445 -0.327 0.2 0.1 -0.4 -0.088
C 1.913 3.017 -0.606 0.1 -0.1 0.2 -1.070
C 2.001 1.670 -1.276 0.0 -0.1 -0.2 0.477
C 3.177 1.259 -1.894 -0.2 -0.1 0.0 -0.670
C 3.246 -0.008 -2.445 -0.1 0.1 0.0 -0.574
C 2.135 -0.830 -2.350 0.2 0.0 -0.2 -0.592
N 1.010 -0.451 -1.768 -0.3 -0.2 -0.2 -0.319
C 0.948 0.766 -1.251 0.1 0.4 0.0 -0.504
N 0.004 -1.895 0.549 0.1 0.3 -0.1 0.851
C 0.685 -1.190 1.611 -0.1 0.0 0.3 -1.158
C 2.144 -1.009 1.300 0.2 0.0 -0.1 0.679
C 2.903 -2.049 0.778 0.1 0.2 0.1 -0.103
C 4.235 -1.825 0.472 0.0 0.0 0.1 -0.604
C 4.754 -0.559 0.691 0.2 -0.2 -0.1 -0.460
N 4.044 0.439 1.192 0.4 0.4 0.1 -0.595
C 2.778 0.214 1.495 -0.3 -0.3 0.1 -0.729
H -1.687 -4.619 -0.237 0.1 0.0 0.0 0.366
H -0.339 -3.967 -1.180 0.0 -0.1 0.0 0.288
H -1.600 -1.916 -1.672 0.0 0.0 -0.1 0.132
H -2.552 -3.326 -2.129 0.0 0.0 -0.1 0.478
H -2.858 -1.731 0.448 0.0 0.0 0.1 0.217
H -3.790 -3.166 0.048 0.0 0.0 0.1 0.160
H -3.749 -0.667 -1.695 0.0 0.0 -0.1 0.205
H -4.787 -2.074 -1.888 0.0 0.0 -0.1 0.409
H -6.189 -0.482 -0.838 -0.1 0.0 0.0 0.387
H -5.696 -1.564 0.462 -0.1 0.0 0.0 0.413
H -3.826 0.142 0.960 0.1 0.0 0.1 0.161
H -5.466 0.598 1.391 0.1 0.0 0.1 0.356
H -4.262 1.408 -1.281 0.0 0.0 -0.1 0.309
H -5.706 2.035 -0.496 0.0 0.0 -0.1 0.385
H -4.053 3.703 -0.165 0.0 0.1 0.1 0.416
H -4.154 2.869 1.385 0.0 0.1 0.1 0.340
H -2.082 2.330 -0.788 0.0 -0.1 0.0 0.290
H -2.146 1.519 0.780 0.1 -0.1 0.0 -0.019
H -1.804 3.694 1.936 0.1 0.1 0.0 0.387
H -1.673 4.508 0.363 0.0 0.0 0.0 0.363
H 0.021 3.812 -1.092 0.0 0.0 0.1 0.285
H 2.414 3.774 -1.217 0.0 -0.1 0.1 0.514
H 2.432 2.947 0.356 0.0 0.1 -0.1 0.266
H 4.029 1.923 -1.928 0.1 0.1 0.0 0.422
H 4.146 -0.355 -2.928 0.1 -0.1 0.0 0.444
H 2.140 -1.835 -2.751 0.1 -0.1 -0.1 0.387
H 0.009 1.018 -0.778 -0.1 0.1 0.1 1.021
H 0.143 -1.541 -0.392 -0.1 -0.1 0.0 -0.283
H 0.558 -1.794 2.516 0.0 0.2 -0.1 0.500
H 0.226 -0.209 1.779 0.0 -0.1 0.1 0.211
H 2.453 -3.019 0.618 -0.1 -0.1 0.0 0.452
H 4.853 -2.613 0.070 0.1 -0.1 0.0 0.434
H 5.785 -0.327 0.457 0.1 -0.1 -0.1 0.385
H 2.232 1.053 1.908 -0.2 0.0 0.0 0.768
```
Forces are in eV/Å.

Output
Energy above the lowest of the compared OMol25 structures with the same formula, charge and spin   17.25 kcal/mol
HOMO-LUMO gap   0.34849 Eh
Highest occupied orbital energy   -8.9209 eV
Total charge   0
Structure (SMILES)   O=C(CCCCCCCCCCC(=O)NCc1cccnc1)NCc1cccnc1

# C24H35BrN2OP2SV

A molecular structure, C24H35BrN2OP2SV (ωB97M-V/def2-TZVPD, the OMol25 dataset).

```
67
Properties=species:S:1:pos:R:3:forces:R:3:mulliken_charge:R:1
V -0.071 -0.125 0.113 -0.5 -0.4 -0.2 -0.057
C -5.162 0.911 -2.605 0.0 0.0 0.0 -0.845
C -4.818 -0.535 -2.271 0.0 0.0 0.0 -0.914
N -3.589 -1.005 -2.905 0.1 0.0 0.0 0.155
C -3.710 -1.636 -4.223 0.0 0.0 0.0 -0.609
C -3.390 -0.689 -5.373 0.0 0.0 0.0 -1.051
C -2.376 -0.851 -2.342 0.0 0.0 0.1 0.355
S -2.305 0.015 -0.833 0.2 -0.1 -0.3 -0.459
N -1.367 -1.355 -3.071 0.1 0.1 0.1 -0.092
C -0.094 -1.428 -2.697 -0.4 -0.1 0.2 -0.076
O 0.416 -1.137 -1.582 0.3 0.4 0.1 -0.723
C 0.836 -1.984 -3.728 0.0 0.0 0.0 0.416
C 0.439 -2.130 -5.053 0.0 0.0 0.0 -0.105
C 1.322 -2.636 -5.994 0.0 0.0 0.0 -0.735
C 2.603 -3.012 -5.614 0.0 0.0 0.0 -0.354
C 3.000 -2.879 -4.291 0.0 0.0 0.0 -0.737
C 2.121 -2.363 -3.353 0.0 0.0 0.0 -0.361
H -6.065 1.209 -2.070 0.0 0.0 0.0 0.383
H -5.342 1.041 -3.672 0.0 0.0 0.0 0.288
H -4.349 1.572 -2.304 0.0 0.0 0.0 0.172
H -5.619 -1.195 -2.608 0.0 0.0 0.0 0.396
H -4.723 -0.659 -1.195 0.0 0.0 0.0 0.471
H -4.735 -1.997 -4.307 0.0 0.0 0.0 0.378
H -3.046 -2.497 -4.255 0.0 0.0 0.0 0.442
H -4.072 0.161 -5.389 0.0 0.0 0.0 0.331
H -3.482 -1.215 -6.324 0.0 0.0 0.0 0.335
H -2.372 -0.315 -5.278 0.0 0.0 0.0 0.229
H -0.566 -1.846 -5.332 0.0 0.0 0.0 0.323
H 1.009 -2.742 -7.025 0.0 0.0 0.0 0.404
H 3.290 -3.413 -6.349 0.0 0.0 0.0 0.380
H 3.996 -3.180 -3.992 0.0 0.0 0.0 0.412
H 2.414 -2.251 -2.318 0.0 0.0 0.0 0.367
C -1.921 3.025 1.172 0.0 0.0 0.0 -1.307
P -0.394 2.261 0.516 -0.1 0.0 -0.1 0.951
C -0.217 3.175 -1.061 -0.1 0.0 0.0 -1.351
C 0.916 3.017 1.554 0.0 0.1 0.0 -0.901
C 2.242 2.362 1.185 0.1 0.0 0.0 -1.034
P 1.973 0.540 1.161 0.4 -0.1 0.0 1.075
C 2.253 0.165 2.937 0.0 0.0 0.0 -1.456
C 3.540 -0.070 0.440 0.0 0.0 0.0 -1.476
H -1.831 4.111 1.238 0.0 0.0 0.0 0.422
H -2.144 2.622 2.160 0.0 0.0 0.0 0.339
H -2.748 2.774 0.506 0.0 0.0 0.0 0.314
H -0.315 4.253 -0.912 0.0 0.0 0.0 0.446
H -0.998 2.831 -1.741 0.0 0.0 0.0 0.255
H 0.747 2.950 -1.513 0.0 0.0 0.0 0.364
H 0.665 2.814 2.599 0.0 0.0 0.0 0.382
H 0.928 4.102 1.423 0.0 0.0 0.0 0.541
H 3.046 2.640 1.871 0.0 0.0 0.0 0.532
H 2.546 2.659 0.178 0.0 0.0 0.0 0.379
H 3.181 0.623 3.285 0.0 0.0 0.0 0.465
H 2.302 -0.914 3.081 0.0 0.0 0.0 0.361
H 1.418 0.535 3.532 0.0 0.0 0.0 0.337
H 4.404 0.380 0.933 0.0 0.0 0.0 0.428
H 3.568 0.153 -0.626 0.0 0.0 0.0 0.323
H 3.587 -1.152 0.570 0.0 0.0 0.0 0.357
Br 0.028 -5.173 4.645 0.0 0.0 0.0 -0.224
C 0.087 -3.786 3.343 0.0 0.0 0.0 0.056
C 1.017 -3.846 2.322 0.0 0.0 -0.1 -0.677
C 1.054 -2.821 1.381 0.0 0.0 0.0 0.181
C 0.189 -1.724 1.430 -0.1 0.2 0.0 0.138
C -0.743 -1.721 2.480 0.1 0.0 0.0 -0.031
C -0.808 -2.732 3.429 0.0 0.0 0.0 -0.711
H 1.700 -4.684 2.259 0.0 0.0 0.0 0.426
H 1.784 -2.891 0.579 0.0 0.0 0.0 0.225
H -1.449 -0.896 2.580 0.0 0.0 0.0 0.340
H -1.539 -2.702 4.227 0.0 0.0 0.0 0.413
```
Forces are in eV/Å.

Output
Energy above the lowest of the compared OMol25 structures with the same formula, charge and spin   7.48 kcal/mol
HOMO-LUMO gap (spin up / spin down)   0.23964 / 0.21514 Eh
Multiplicity   2
<S²>   0.8068
Highest occupied orbital energy (spin up / spin down)   -6.4296 / -5.7388 eV
Total charge   0

# C24H35F17N3O2

2 unconnected molecules or ions with the total composition C24H35F17N3O2 (ωB97M-V/def2-TZVPD, the OMol25 dataset).

```
81
Properties=species:S:1:pos:R:3:forces:R:3:mulliken_charge:R:1
C 4.772 -2.437 -0.082 -0.3 -0.2 0.0 -0.876
C 5.682 -1.532 -0.341 0.2 0.3 0.2 -0.040
N 5.727 -0.718 -1.571 0.2 -0.1 -0.5 0.508
C 4.439 -0.585 -2.363 -0.6 -0.1 0.1 -1.344
C 4.152 0.920 -2.562 0.1 -0.1 0.5 0.831
C 2.631 1.139 -2.550 -0.1 0.0 -0.3 -1.134
C 2.113 2.259 -3.464 0.1 -0.2 0.0 -1.276
C 2.235 3.668 -2.932 0.0 -0.3 0.3 0.769
F 3.523 3.858 -2.508 0.2 0.1 0.0 -0.317
F 2.018 4.547 -3.919 -0.1 0.2 -0.3 -0.330
C 1.365 4.103 -1.717 -0.1 0.0 -0.3 0.603
F 1.665 5.383 -1.472 0.1 0.3 0.0 -0.335
F 1.725 3.389 -0.634 0.0 -0.2 0.2 -0.241
C -0.194 4.068 -1.878 0.1 -0.2 0.1 0.638
F -0.506 4.686 -3.021 -0.1 0.1 -0.1 -0.260
F -0.689 4.779 -0.857 0.0 0.0 0.1 -0.323
C -0.877 2.643 -1.894 -0.1 0.1 0.0 0.289
F -1.185 2.355 -3.162 -0.1 0.0 -0.4 -0.320
F -0.010 1.704 -1.463 0.2 -0.1 0.2 -0.223
C -2.175 2.532 -1.058 0.1 -0.1 -0.2 0.765
F -3.009 3.473 -1.522 -0.2 0.2 0.0 -0.304
F -1.906 2.763 0.227 0.1 0.0 0.3 -0.283
C -2.973 1.181 -1.137 0.1 0.0 0.2 0.443
F -4.010 1.376 -0.307 -0.1 0.0 0.0 -0.262
F -3.453 1.000 -2.374 0.0 0.0 -0.2 -0.269
C -2.265 -0.138 -0.664 0.0 0.0 -0.3 0.668
F -1.344 0.150 0.265 0.2 0.1 0.1 -0.253
F -3.192 -0.911 -0.100 -0.2 -0.2 0.1 -0.256
C -1.597 -1.003 -1.793 0.1 -0.1 -0.2 0.629
F -2.468 -1.888 -2.272 0.3 0.3 0.1 -0.247
F -0.547 -1.656 -1.272 -0.3 0.1 -0.2 -0.276
F -1.144 -0.250 -2.810 -0.1 -0.3 0.3 -0.206
C 4.909 1.502 -1.358 0.2 0.1 0.1 -0.960
C 6.208 0.726 -1.409 0.0 0.3 -0.2 0.116
C 7.294 0.957 -0.371 0.1 -0.1 0.2 -1.451
N 7.840 2.306 -0.458 -0.5 0.1 0.0 -0.340
C 7.339 3.210 0.583 0.1 0.0 0.0 -0.864
H 3.894 -2.603 -0.690 0.1 -0.2 -0.1 0.385
H 4.883 -3.060 0.795 -0.1 0.1 0.1 0.301
H 6.510 -1.326 0.322 0.1 -0.1 -0.1 0.402
H 6.417 -1.183 -2.165 0.0 0.0 0.0 0.486
H 3.631 -0.975 -1.747 0.1 0.0 0.1 0.493
H 4.467 -1.201 -3.260 0.2 0.1 0.0 0.068
H 4.613 1.304 -3.475 -0.1 -0.1 -0.1 0.435
H 2.138 0.227 -2.900 0.0 0.0 0.0 0.621
H 2.310 1.276 -1.517 0.0 0.0 -0.1 0.371
H 2.696 2.264 -4.390 -0.1 0.0 0.0 0.609
H 1.083 2.057 -3.757 0.0 0.1 0.1 0.275
H 4.350 1.316 -0.433 0.1 0.0 0.0 0.230
H 5.120 2.567 -1.418 -0.2 0.0 -0.1 0.626
H 6.637 0.948 -2.395 0.1 -0.1 0.1 0.302
H 6.906 0.793 0.638 0.0 0.0 0.0 0.552
H 8.101 0.228 -0.533 -0.1 0.0 0.0 0.307
H 7.620 2.711 -1.361 0.3 0.0 0.0 0.346
H 6.244 3.290 0.617 0.0 0.0 0.0 0.279
H 7.749 4.204 0.408 0.0 0.0 0.0 0.332
H 7.697 2.872 1.556 0.0 0.0 0.0 0.321
C -6.200 -1.282 1.218 0.0 0.1 0.0 -0.704
O -6.813 -1.299 2.487 0.0 0.0 0.0 -0.361
C -7.885 -2.226 2.619 -0.1 0.0 0.0 -0.801
C -7.512 -3.346 3.565 0.1 0.0 0.0 -0.218
N -6.477 -4.190 2.986 0.1 0.1 0.0 -0.291
C -5.905 -5.178 3.892 0.0 0.0 -0.1 -0.702
C -5.153 -4.673 5.118 0.0 -0.1 0.1 -0.469
O -3.948 -3.992 4.815 0.0 0.0 -0.1 -0.417
C -4.078 -2.610 4.547 0.1 0.0 0.0 -0.433
H -5.502 -0.446 1.211 0.0 0.0 0.0 0.171
H -5.644 -2.205 1.011 0.0 0.0 0.0 0.311
H -6.934 -1.134 0.418 0.0 0.0 0.0 0.400
H -8.165 -2.628 1.641 0.0 0.0 0.0 0.392
H -8.744 -1.686 3.025 0.0 0.0 0.0 0.406
H -8.398 -3.957 3.761 0.0 0.0 0.0 0.390
H -7.210 -2.887 4.517 -0.1 0.0 0.0 0.184
H -5.733 -3.601 2.634 0.0 0.0 0.0 0.043
H -5.213 -5.795 3.312 0.0 0.0 0.0 0.376
H -6.708 -5.840 4.233 0.0 0.0 0.0 0.392
H -4.863 -5.546 5.707 0.0 0.0 0.0 0.341
H -5.784 -4.048 5.761 0.0 0.0 -0.1 0.342
H -4.895 -2.163 5.120 0.0 0.0 0.0 0.267
H -4.247 -2.405 3.485 0.0 0.0 0.0 0.087
H -3.143 -2.131 4.840 0.0 0.0 0.0 0.285
```
Forces are in eV/Å.

Output
HOMO-LUMO gap   0.25059 Eh
Highest occupied orbital energy   -9.8174 eV
Total charge   +1